Here is a structure of composition C35H71CuO34 in a non-equilibrium geometry from the Open Molecules 2025 dataset. Energies are from ωB97M-V/def2-TZVPD.

The calculation puts the strongest force on any atom at 2.283 eV/Å. The gap between HOMO and LUMO comes out at 7.4 eV. Its LUMO energy is 0.239 eV. As for the energy: -5574.8258 a.u. The relative energy (zero: lowest compared OMol25 entry of this formula, charge and spin) comes out at 0.00 kcal/mol. For the HOMO energy, the calculation gives -7.176 eV. Its molar mass is 1099.47 g/mol. Its total charge is 0.

The geometry in XYZ format:
```
141
Properties=species:S:1:pos:R:3:lowdin_charge:R:1
Cu 2.45 -0.41 -2.22 0.36
C 0.06 -0.88 1.39 -0.10
C -0.44 -0.85 -0.06 -0.46
O 0.57 -0.65 -0.97 -0.31
H 0.62 -1.79 1.64 0.04
H -0.74 -0.77 2.13 0.07
H 0.77 -0.06 1.50 0.05
H -1.08 0.05 -0.05 0.08
H -1.11 -1.71 -0.22 0.06
C -5.81 4.77 4.31 -0.05
O -4.64 4.01 4.17 0.00
C -4.60 2.94 3.40 -0.62
O -5.55 2.42 2.86 0.13
O -3.35 2.49 3.47 0.02
C -3.01 1.40 2.65 -0.05
H -6.69 4.13 4.43 0.10
H -5.86 5.36 3.39 0.09
H -5.76 5.48 5.13 0.09
H -2.98 1.72 1.61 0.06
H -3.72 0.58 2.74 0.11
H -2.01 1.10 2.94 0.07
C 3.24 2.52 -6.09 -0.03
O 2.23 2.99 -5.20 0.01
C 1.87 2.21 -4.19 -0.60
O 2.33 1.11 -3.97 0.12
O 0.85 2.79 -3.59 0.05
C 0.40 2.25 -2.37 -0.04
H 3.48 3.21 -6.90 0.10
H 2.73 1.72 -6.64 0.10
H 4.06 2.07 -5.54 0.09
H 1.16 2.19 -1.59 0.08
H -0.01 1.25 -2.46 0.06
H -0.41 2.83 -1.92 0.09
C 3.36 5.78 1.45 -0.04
O 2.46 4.98 2.17 0.02
C 1.53 4.32 1.52 -0.62
O 1.18 4.57 0.38 0.12
O 1.10 3.32 2.29 0.03
C -0.06 2.67 1.78 -0.04
H 2.82 6.35 0.70 0.10
H 4.22 5.26 1.02 0.09
H 3.82 6.48 2.16 0.09
H -0.89 3.35 1.60 0.11
H -0.41 1.94 2.50 0.07
H 0.10 2.17 0.82 0.09
C 4.65 3.33 -2.04 -0.02
O 4.67 3.16 -0.62 0.01
C 3.98 2.12 -0.16 -0.58
O 3.47 1.27 -0.87 0.11
O 4.05 2.07 1.15 0.03
C 3.72 0.84 1.76 -0.01
H 5.19 4.25 -2.22 0.10
H 3.61 3.53 -2.32 0.10
H 5.06 2.50 -2.60 0.10
H 3.57 1.00 2.83 0.11
H 4.52 0.12 1.63 0.10
H 2.83 0.38 1.33 0.07
C 4.74 -3.12 -4.64 -0.05
O 3.57 -3.85 -4.32 0.03
C 2.48 -3.18 -4.01 -0.57
O 2.35 -1.99 -3.94 0.11
O 1.52 -4.11 -3.78 0.01
C 0.21 -3.62 -3.43 -0.01
H 4.90 -3.21 -5.72 0.10
H 5.66 -3.44 -4.15 0.09
H 4.67 -2.06 -4.37 0.09
H 0.32 -2.68 -2.88 0.08
H -0.32 -4.34 -2.81 0.09
H -0.33 -3.52 -4.37 0.09
C 3.28 -2.95 0.44 0.00
O 4.69 -2.70 0.30 0.05
C 5.02 -1.92 -0.71 -0.59
O 4.29 -1.62 -1.62 0.11
O 6.27 -1.50 -0.54 0.02
C 6.89 -0.85 -1.63 -0.03
H 3.02 -3.46 1.37 0.09
H 2.86 -3.58 -0.34 0.11
H 2.72 -2.01 0.51 0.08
H 7.84 -0.45 -1.27 0.10
H 6.30 0.01 -1.95 0.09
H 7.03 -1.49 -2.49 0.10
C 2.83 -6.15 3.25 -0.03
O 2.32 -5.70 2.00 0.00
C 1.13 -5.17 1.88 -0.62
O 0.33 -4.94 2.75 0.13
O 0.98 -4.82 0.60 -0.01
C -0.18 -4.08 0.26 -0.05
H 2.20 -6.89 3.74 0.10
H 2.93 -5.32 3.96 0.10
H 3.78 -6.62 3.03 0.10
H -0.44 -3.37 1.04 0.07
H -1.03 -4.69 -0.05 0.10
H 0.09 -3.54 -0.64 0.08
C -1.62 -0.43 -3.82 -0.05
O -1.93 -1.64 -4.48 -0.01
C -3.14 -2.15 -4.27 -0.60
O -3.92 -1.77 -3.45 0.14
O -3.23 -3.26 -5.01 0.01
C -4.29 -4.12 -4.61 -0.05
H -1.76 -0.51 -2.74 0.08
H -2.20 0.43 -4.18 0.11
H -0.54 -0.31 -3.87 0.09
H -5.23 -3.56 -4.60 0.10
H -4.14 -4.60 -3.65 0.10
H -4.51 -4.89 -5.35 0.09
C 0.83 0.79 8.39 -0.05
O 0.17 0.18 7.31 0.02
C 0.79 -0.78 6.68 -0.62
O 1.83 -1.30 7.04 0.11
O 0.10 -1.10 5.59 0.02
C 0.50 -2.12 4.70 -0.05
H 0.29 1.70 8.67 0.09
H 1.83 1.14 8.15 0.10
H 0.79 0.14 9.26 0.10
H 1.39 -2.62 5.09 0.09
H 0.85 -1.68 3.77 0.07
H -0.24 -2.87 4.44 0.09
C -3.30 1.60 -1.09 0.00
O -4.50 2.41 -1.18 0.01
C -4.56 3.50 -0.44 -0.61
O -3.81 3.82 0.46 0.12
O -5.64 4.18 -0.78 0.02
C -5.80 5.45 -0.18 -0.04
H -3.28 0.80 -1.83 0.08
H -3.17 1.16 -0.11 0.06
H -2.51 2.29 -1.39 0.09
H -5.06 6.14 -0.57 0.10
H -5.80 5.35 0.91 0.08
H -6.75 5.93 -0.43 0.09
C -3.39 -3.00 0.54 -0.03
O -4.00 -1.71 0.79 -0.01
C -5.04 -1.34 0.05 -0.62
O -5.50 -2.02 -0.84 0.12
O -5.54 -0.22 0.52 0.00
C -6.71 0.30 -0.08 -0.03
H -2.60 -2.90 -0.20 0.06
H -4.11 -3.79 0.33 0.10
H -2.96 -3.31 1.50 0.10
H -7.59 -0.14 0.40 0.10
H -6.77 0.23 -1.16 0.10
H -6.75 1.35 0.22 0.09
```

Here is a cluster of 6 separate species, C35H71F7NO15 in total in a non-equilibrium geometry from the Open Molecules 2025 dataset. Energies are from ωB97M-V/def2-TZVPD.

The calculation puts the strongest force on any atom at 1.564 eV/Å. The gap between HOMO and LUMO comes out at 6.6 eV. Its LUMO energy is 1.614 eV. As for the energy: -3258.4376 a.u. For the HOMO energy, the calculation gives -4.976 eV. Its molar mass is 878.93 g/mol. Its total charge is -1.

The geometry in XYZ format:
```
129
Properties=species:S:1:pos:R:3:lowdin_charge:R:1
C -5.32 1.75 0.79 0.01
C -4.53 0.49 0.92 -0.58
O -3.95 0.21 1.92 0.13
O -4.52 -0.30 -0.17 -0.02
C -3.22 -0.43 -0.81 -0.16
C -2.86 -1.89 -0.95 -0.19
C -1.77 -2.12 -1.99 -0.19
C -1.56 -3.63 -2.27 -0.18
C -0.65 -4.26 -1.22 -0.19
C -0.19 -5.69 -1.53 -0.10
C -1.13 -6.90 -1.26 -0.30
C -2.64 -6.56 -1.20 -0.08
C -3.21 -5.79 -0.01 -0.07
C -4.23 -6.56 0.76 -0.62
F -5.34 -6.81 0.02 0.11
F -4.67 -5.86 1.84 0.10
F -3.81 -7.75 1.22 0.15
C -1.12 -7.82 -2.56 -0.69
O -1.11 -9.04 -2.38 0.00
O -1.21 -7.16 -3.62 -0.04
N -0.70 -7.64 -0.07 0.01
O -0.73 -6.84 1.10 -0.01
C 0.48 -8.42 -0.10 -0.47
F 1.28 -8.20 -1.18 0.12
F 0.20 -9.76 -0.09 0.11
C 1.36 -8.22 1.16 -0.27
F 2.42 -9.09 1.07 0.06
F 1.90 -6.97 1.18 0.07
H -5.41 2.23 1.76 0.09
H -4.81 2.45 0.13 0.08
H -6.32 1.58 0.41 0.09
H -2.49 0.10 -0.20 0.13
H -3.31 0.03 -1.79 0.12
H -3.77 -2.42 -1.23 0.12
H -2.57 -2.27 0.02 0.12
H -0.83 -1.74 -1.57 0.11
H -2.04 -1.60 -2.91 0.11
H -2.54 -4.08 -2.29 0.10
H -1.06 -3.72 -3.23 0.11
H 0.26 -3.65 -1.21 0.11
H -1.08 -4.15 -0.22 0.09
H 0.70 -5.85 -0.92 0.10
H 0.15 -5.71 -2.56 0.11
H -2.85 -6.10 -2.15 0.11
H -3.13 -7.54 -1.24 0.13
H -3.76 -4.91 -0.36 0.12
H -2.49 -5.42 0.71 0.10
H -0.18 -6.06 0.94 0.09
H 0.83 -8.45 2.07 0.16
C -2.37 3.86 0.81 -0.11
O -3.14 4.93 1.34 -0.19
C -2.62 5.45 2.56 -0.20
C -1.82 6.71 2.35 -0.20
O -0.64 6.48 1.58 -0.20
C -0.78 6.83 0.22 -0.11
H -2.67 3.73 -0.23 0.09
H -1.30 4.08 0.84 0.09
H -2.57 2.94 1.36 0.09
H -2.01 4.69 3.07 0.12
H -3.47 5.68 3.20 0.13
H -1.50 7.08 3.33 0.11
H -2.44 7.48 1.88 0.13
H -0.71 7.92 0.09 0.09
H -1.72 6.48 -0.21 0.08
H 0.04 6.36 -0.33 0.09
C -2.25 4.96 8.51 -0.11
O -0.87 4.91 8.19 -0.19
C -0.61 4.51 6.85 -0.20
C -0.32 5.69 5.95 -0.20
O -1.44 6.55 5.82 -0.21
C -1.38 7.70 6.65 -0.11
H -2.35 5.53 9.43 0.09
H -2.83 5.45 7.72 0.08
H -2.65 3.95 8.67 0.09
H -1.45 3.93 6.45 0.13
H 0.27 3.86 6.87 0.13
H -0.08 5.32 4.95 0.12
H 0.55 6.25 6.32 0.13
H -0.70 8.44 6.23 0.09
H -1.06 7.44 7.66 0.08
H -2.38 8.13 6.70 0.09
C 1.99 -2.85 -4.93 -0.10
O 1.11 -1.74 -4.89 -0.19
C 1.42 -0.72 -5.82 -0.21
C 0.55 -0.80 -7.05 -0.21
O 0.78 -1.99 -7.79 -0.19
C -0.17 -3.01 -7.54 -0.10
H 1.51 -3.67 -4.40 0.09
H 2.20 -3.16 -5.96 0.09
H 2.93 -2.61 -4.42 0.08
H 2.48 -0.76 -6.09 0.13
H 1.23 0.24 -5.32 0.12
H 0.80 0.04 -7.71 0.12
H -0.50 -0.72 -6.78 0.12
H -1.11 -2.80 -8.07 0.09
H -0.38 -3.12 -6.47 0.08
H 0.24 -3.95 -7.91 0.09
C 4.32 -5.24 -3.61 -0.11
O 3.78 -5.50 -2.33 -0.19
C 4.17 -6.76 -1.80 -0.19
C 5.29 -6.62 -0.80 -0.19
O 6.50 -6.14 -1.39 -0.19
C 6.69 -4.75 -1.21 -0.12
H 4.20 -4.17 -3.80 0.06
H 5.38 -5.49 -3.67 0.08
H 3.77 -5.79 -4.38 0.10
H 4.45 -7.45 -2.61 0.13
H 3.30 -7.18 -1.29 0.10
H 5.51 -7.61 -0.39 0.13
H 4.99 -5.97 0.02 0.13
H 7.05 -4.55 -0.19 0.09
H 5.78 -4.19 -1.39 0.08
H 7.45 -4.43 -1.92 0.09
C 2.63 9.72 -0.50 -0.11
O 1.81 9.89 0.64 -0.20
C 2.05 8.94 1.67 -0.20
C 2.93 9.50 2.76 -0.20
O 4.24 9.82 2.30 -0.19
C 4.42 11.19 2.01 -0.11
H 2.57 10.64 -1.09 0.09
H 3.67 9.55 -0.22 0.08
H 2.27 8.89 -1.11 0.09
H 2.50 8.03 1.25 0.13
H 1.09 8.67 2.10 0.12
H 3.04 8.75 3.54 0.13
H 2.46 10.39 3.21 0.13
H 4.55 11.77 2.93 0.09
H 3.58 11.60 1.45 0.08
H 5.32 11.28 1.41 0.09
```